Run a
Computed, not measured: a cluster of 2 separate species, C4H8NS in total, with ωB97M-V/def2-TZVPD.

Results
molecular weight	102.18	g mol⁻¹
net charge	+1

```
14
Properties=species:S:1:pos:R:3:nbo_charge:R:1
C 0.1467 0.2860 -0.9263 0.536
C -0.1457 1.6838 -0.9427 -0.733
C -0.4917 0.5124 1.2900 -0.369
C 0.3963 -1.7255 0.3308 -0.457
N 0.0463 -0.3457 0.1584 -0.369
S -0.0738 2.1879 0.7780 0.319
H 1.0076 -0.8504 -2.7002 0.188
H -1.1861 1.9418 -1.2158 0.306
H 0.7413 2.0733 -1.5407 0.307
H -1.6083 0.5383 1.4014 0.253
H -0.0495 0.1593 2.1744 0.249
H -0.0697 -2.0254 1.2910 0.241
H -0.1703 -2.3267 -0.4869 0.252
H 1.4568 -2.1092 0.3885 0.275
```



Run b
Computed, not measured: the ion C4H8NS with charge +1, with ωB97M-V/def2-TZVPD.

Results
molecular weight	102.18	g mol⁻¹
SMILES	CCSC#C[NH3+]
net charge	+1

```
14
Properties=species:S:1:pos:R:3:nbo_charge:R:1
C 2.9798 -0.0080 -0.0129 -0.639
C 1.4962 0.2596 0.0781 -0.414
S 0.6494 -1.4476 0.1584 0.310
C -0.9233 -0.8955 0.3977 -0.077
C -1.9649 -0.3655 0.1733 -0.022
N -3.2182 0.1660 -0.0556 -0.675
H 3.5659 -0.4676 0.8085 0.248
H 2.8744 -0.6356 -0.8245 0.216
H 3.4621 0.9770 -0.2729 0.245
H 1.0143 0.5174 -0.8371 0.211
H 0.9562 0.8969 0.8300 0.225
H -3.4591 1.0664 0.3129 0.454
H -3.9432 -0.4488 0.2924 0.462
H -3.4897 0.3852 -1.0483 0.456
```



Most stable: run b



Run a
Computed, not measured: an isolated molecule of C7H7N, with ωB97M-V/def2-TZVPD.

Results
molecular weight	105.14	g mol⁻¹
SMILES	C#CC1=CC=C[C@@H]1N

```
15
Properties=species:S:1:pos:R:3:nbo_charge:R:1
C 0.2394 1.6866 -2.3442 -0.261
C 0.3585 0.8518 -1.4344 0.075
C 0.6835 0.0112 -0.3686 -0.128
C 1.6345 -0.7814 0.2744 -0.224
C 0.8081 -1.4056 1.4001 -0.189
C -0.4069 -0.9564 1.4943 -0.246
C -0.6651 0.2441 0.4553 -0.077
N -1.8438 0.4953 -0.2313 -0.848
H 0.3707 2.3896 -3.0195 0.215
H 2.5834 -1.2405 -0.0171 0.232
H 1.4538 -2.4010 1.8568 0.226
H -0.8105 -0.9888 2.5555 0.228
H -0.3663 1.2315 0.9694 0.218
H -1.6845 1.3083 -0.8908 0.401
H -2.3546 -0.4447 -0.6998 0.379
```



Run b
Computed, not measured: a cluster of 3 separate species, C7H7N in total, with ωB97M-V/def2-TZVPD.

Results
molecular weight	105.14	g mol⁻¹

```
15
Properties=species:S:1:pos:R:3:nbo_charge:R:1
C -2.7757 -0.4919 -0.0148 -0.415
C -1.6053 0.2513 -0.0294 -0.160
C -0.1601 0.0527 -0.1458 -0.220
C 0.7573 1.0097 -0.1456 -0.134
C 2.0711 0.7274 -0.1713 -0.241
C 2.4294 -0.4665 0.2461 0.022
C 0.3014 -1.1576 -0.2080 0.081
H -2.9520 -1.7321 -0.2188 0.257
H -3.8046 0.6147 0.5739 0.227
H -1.8216 1.6146 0.6936 0.149
H 0.2672 1.9364 -0.0229 0.219
H 2.6022 1.7173 -0.3574 0.226
H 3.4715 -0.6203 0.2709 0.195
H -0.3755 -1.9992 -0.5624 0.188
N 1.5947 -1.4565 0.0919 -0.393
```



Run c
Computed, not measured: an isolated molecule of C7H7N, with ωB97M-V/def2-TZVPD.

Results
molecular weight	105.14	g mol⁻¹

```
15
Properties=species:S:1:pos:R:3:nbo_charge:R:1
C 1.8877 -1.2929 -1.9630 -0.221
C 1.3575 -0.7416 -1.0469 -0.062
C 0.6790 -0.5455 1.2682 -0.192
C -0.6325 -0.1653 1.8993 -0.136
C 0.7514 -0.0227 -0.0507 -0.092
C -2.2758 -0.3579 0.0894 0.052
C 0.1103 1.2967 -0.5164 -0.599
N -1.5856 -0.0981 1.0391 -0.291
H 2.0077 -1.8695 -2.8823 0.239
H 1.5717 -0.8921 1.7881 0.238
H -0.9638 -0.3236 2.9873 0.224
H -2.8104 0.3033 -0.6294 0.203
H 0.8531 1.9508 -0.8127 0.222
H -0.4022 1.6777 0.2413 0.207
H -0.5483 1.0808 -1.4112 0.206
```



Run d
Computed, not measured: a cluster of 2 separate species, C7H7N in total, with ωB97M-V/def2-TZVPD.

Results
molecular weight	105.14	g mol⁻¹
SMILES	C#CC#N.CC#CC

```
15
Properties=species:S:1:pos:R:3:nbo_charge:R:1
C 1.2562 -1.9302 1.2890 -0.095
C 0.3397 -1.1787 1.5371 -0.126
C -0.6593 -0.4604 2.1842 0.231
N -1.5267 -0.0068 2.7934 -0.264
H 2.0562 -2.5724 1.0607 0.241
C 1.4977 -0.3404 -1.6041 -0.678
C 0.2994 0.2309 -1.0135 -0.021
C -0.6874 0.8900 -0.7885 -0.008
C -1.7936 1.5829 -0.1872 -0.691
H 1.2476 -1.2368 -2.1644 0.231
H 2.2016 -0.6097 -0.8220 0.223
H 1.9821 0.3841 -2.2651 0.238
H -1.6225 1.5551 0.9190 0.252
H -2.7343 1.0735 -0.3867 0.235
H -1.8568 2.6187 -0.5518 0.234
```



Most stable: run d



Run a
Computed, not measured: an isolated molecule of C4H8ClN, with ωB97M-V/def2-TZVPD.

Results
molecular weight	105.57	g mol⁻¹
SMILES	C[C@@]1(CCl)CN1

```
14
Properties=species:S:1:pos:R:3:nbo_charge:R:1
C 1.9957 -1.0537 -0.3629 -0.616
C 0.6328 -0.5446 -0.0038 0.040
C 0.1906 0.6859 -0.7606 -0.368
Cl -1.3947 1.3710 -0.3573 -0.047
C -0.4353 -1.3997 0.5685 -0.251
N 0.2882 -0.4863 1.4383 -0.607
H 1.9193 -1.7166 -1.2374 0.223
H 2.7262 -0.2501 -0.4615 0.219
H 2.3005 -1.6792 0.4761 0.214
H 0.1840 0.5100 -1.8404 0.214
H 0.9295 1.4867 -0.5604 0.214
H -1.4490 -1.1019 0.2998 0.214
H -0.2812 -2.4734 0.6841 0.194
H 1.0612 -0.8052 1.9986 0.358
```



Run b
Computed, not measured: an isolated molecule of C4H8ClN, with ωB97M-V/def2-TZVPD.

Results
molecular weight	105.57	g mol⁻¹
SMILES	C[C@]1(Cl)C[C@H]1N

```
14
Properties=species:S:1:pos:R:3:nbo_charge:R:1
C 0.1662 -1.6466 -0.5040 -0.633
C 0.1544 -0.5021 0.3398 -0.046
Cl 1.9193 -0.0461 0.1608 -0.113
C -0.5722 0.2395 1.3099 -0.410
C -0.5241 0.5965 -0.0751 -0.098
N 0.0689 1.9150 -0.5833 -0.854
H 1.0546 -1.4108 -1.2533 0.261
H -0.7870 -1.8784 -1.1690 0.215
H 0.1592 -2.6652 0.1011 0.224
H -1.6120 -0.2316 1.6532 0.238
H -0.0140 0.8336 1.9591 0.252
H -1.2169 0.4180 -0.8702 0.221
H 0.9213 1.8664 -1.2800 0.382
H 0.2823 2.5118 0.2110 0.359
```



Run c
Computed, not measured: an isolated molecule of C4H8ClN, with ωB97M-V/def2-TZVPD.

Results
molecular weight	105.57	g mol⁻¹
SMILES	NC1(CCl)CC1

```
14
Properties=species:S:1:pos:R:3:nbo_charge:R:1
N 1.0506 -1.1333 -0.5727 -0.829
C 0.1425 -0.2051 -0.0986 0.060
C -1.3570 -0.4023 -0.1835 -0.341
Cl -1.8735 -1.9489 0.6060 -0.096
C 0.5125 1.1899 -0.2876 -0.421
C 0.5637 0.6652 1.0897 -0.420
H 1.0195 -1.1375 -1.6060 0.366
H 1.0128 -2.0808 -0.1348 0.385
H -1.8943 0.3942 0.2758 0.214
H -1.6620 -0.4430 -1.2186 0.208
H -0.2573 1.9238 -0.4774 0.206
H 1.4217 1.4510 -0.7844 0.226
H 1.5706 0.6960 1.5755 0.232
H -0.2498 1.0309 1.8165 0.210
```



Most stable: run c



Run a
Computed, not measured: an isolated molecule of C4H8ClN, with ωB97M-V/def2-TZVPD.

Results
molecular weight	105.57	g mol⁻¹
SMILES	C[C@@]1(N)C[C@H]1Cl

```
14
Properties=species:S:1:pos:R:3:nbo_charge:R:1
C 0.1333 1.4149 0.2090 -0.627
C 0.2512 -0.0913 -0.0796 0.095
N 1.4046 -0.4863 -0.7716 -0.801
C -0.3549 -1.0572 0.8870 -0.428
C -1.0341 -0.8362 -0.4791 -0.249
Cl -2.5111 0.0792 -0.3218 -0.040
H 0.2440 1.9509 -0.7679 0.205
H 0.9317 1.7569 0.8238 0.208
H -0.8081 1.7173 0.6965 0.233
H 1.3451 0.0345 -1.6442 0.356
H 2.1497 -0.0863 -0.2084 0.355
H 0.1750 -2.0122 1.0264 0.227
H -0.8119 -0.6837 1.7814 0.223
H -1.1145 -1.7005 -1.1515 0.244
```



Run b
Computed, not measured: an isolated molecule of C4H8ClN, with ωB97M-V/def2-TZVPD.

Results
molecular weight	105.57	g mol⁻¹
SMILES	Cl[C@@H]1CCNC1

```
14
Properties=species:S:1:pos:R:3:nbo_charge:R:1
Cl -1.0254 -2.1171 1.5148 -0.060
C -0.0033 -0.8628 0.7547 -0.194
C -0.6162 0.5839 0.8932 -0.424
C -0.0291 1.2716 -0.3263 -0.211
N 0.1003 0.2467 -1.2853 -0.619
C 0.4104 -1.0677 -0.7504 -0.230
H 0.9149 -0.8761 1.4013 0.210
H -1.6262 0.4325 0.7038 0.207
H -0.6003 1.1876 1.7896 0.226
H -0.5993 2.1206 -0.6736 0.202
H 0.9639 1.5892 -0.0473 0.148
H 0.7984 0.4679 -1.9188 0.354
H -0.1669 -1.8261 -1.2143 0.207
H 1.4788 -1.1503 -0.8415 0.184
```



Most stable: run b